Run i
{"formula": "C16H48F4N6O14PbS4", "method": "ωB97M-V/def2-TZVPD", "homo_lumo_gap_ev": 1.35, "charge": 0, "homo_energy_ha": -0.31927, "multiplicity": 1, "elements": ["Pb", "N", "S", "O", "O", "F", "S", "O", "O", "F", "N", "S", "O", "O", "F", "S", "O", "O", "F", "O", "H", "H", "O", "H", "H", "C", "C", "C", "O", "C", "N", "H", "H", "H", "H", "H", "H", "H", "H", "H", "H", "H", "C", "C", "C", "O", "C", "N", "H", "H", "H", "H", "H", "H", "H", "H", "H", "H", "H", "C", "C", "C", "O", "C", "N", "H", "H", "H", "H", "H", "H", "H", "H", "H", "H", "H", "C", "C", "C", "O", "C", "N", "H", "H", "H", "H", "H", "H", "H", "H", "H", "H", "H"], "coordinates": [[12.71, 13.50, -16.62], [13.60, 12.91, -11.92], [14.34, 12.01, -11.07], [13.56, 11.35, -10.04], [15.70, 12.39, -10.72], [14.57, 10.92, -12.21], [13.66, 14.24, -10.87], [14.40, 15.41, -11.40], [13.43, 14.21, -9.44], [12.18, 14.70, -11.25], [17.60, 12.81, -17.12], [18.39, 11.38, -17.73], [18.37, 10.20, -16.87], [19.55, 11.48, -18.62], [17.36, 11.06, -18.90], [18.95, 13.54, -16.92], [19.51, 14.21, -18.07], [19.90, 12.94, -15.98], [18.44, 14.87, -16.15], [13.83, 18.28, -16.05], [13.27, 18.99, -15.74], [14.69, 18.47, -15.68], [12.79, 7.53, -17.31], [12.14, 6.87, -17.08], [13.58, 7.25, -16.86], [3.08, 19.15, -7.61], [3.97, 17.93, -8.05], [5.44, 18.10, -7.52], [6.23, 19.06, -8.32], [7.53, 19.35, -7.89], [3.40, 16.73, -7.40], [2.90, 19.21, -6.54], [2.05, 19.01, -7.96], [3.32, 20.10, -8.08], [3.93, 17.94, -9.14], [6.02, 17.18, -7.63], [5.35, 18.40, -6.48], [7.74, 20.17, -8.58], [8.07, 18.43, -8.13], [7.61, 19.61, -6.84], [2.41, 16.93, -7.38], [3.50, 15.84, -7.86], [5.85, 11.16, -13.48], [7.09, 11.45, -12.67], [7.05, 10.80, -11.31], [5.99, 11.21, -10.42], [6.34, 10.77, -9.10], [8.29, 10.98, -13.39], [5.60, 10.10, -13.57], [6.10, 11.40, -14.52], [4.96, 11.78, -13.35], [7.16, 12.53, -12.54], [8.04, 10.95, -10.88], [6.97, 9.72, -11.37], [5.66, 9.92, -9.01], [6.19, 11.61, -8.43], [7.37, 10.41, -9.05], [8.95, 11.16, -12.65], [8.22, 9.98, -13.36], [15.31, 7.66, -5.10], [15.08, 8.75, -4.11], [13.61, 8.94, -3.75], [13.51, 9.95, -2.74], [13.37, 11.25, -3.33], [15.79, 8.30, -2.87], [16.28, 7.30, -5.44], [14.74, 7.89, -6.00], [14.87, 6.74, -4.71], [15.54, 9.69, -4.40], [13.17, 7.97, -3.54], [13.06, 9.32, -4.61], [14.19, 11.65, -3.92], [13.33, 11.96, -2.51], [12.49, 11.42, -3.96], [15.80, 8.94, -2.09], [15.36, 7.51, -2.43], [19.67, 21.07, -3.15], [19.26, 21.55, -4.54], [17.82, 21.88, -4.77], [16.86, 20.92, -4.45], [16.89, 19.77, -5.29], [20.04, 22.66, -4.92], [19.68, 21.86, -2.40], [20.64, 20.62, -3.32], [19.02, 20.27, -2.80], [19.58, 20.82, -5.29], [17.71, 22.25, -5.79], [17.56, 22.71, -4.11], [17.71, 19.07, -5.16], [16.82, 20.19, -6.30], [15.99, 19.18, -5.12], [19.98, 23.39, -4.22], [19.75, 23.07, -5.80]]}

=====

Run ii
{"formula": "C16H48F4N6O14PbS4", "method": "ωB97M-V/def2-TZVPD", "homo_lumo_gap_ev": 5.99, "charge": 0, "homo_energy_ha": -0.33710, "multiplicity": 1, "elements": ["Pb", "N", "S", "O", "O", "F", "S", "O", "O", "F", "N", "S", "O", "O", "F", "S", "O", "O", "F", "O", "H", "H", "O", "H", "H", "C", "C", "C", "O", "C", "N", "H", "H", "H", "H", "H", "H", "H", "H", "H", "H", "H", "C", "C", "C", "O", "C", "N", "H", "H", "H", "H", "H", "H", "H", "H", "H", "H", "H", "C", "C", "C", "O", "C", "N", "H", "H", "H", "H", "H", "H", "H", "H", "H", "H", "H", "C", "C", "C", "O", "C", "N", "H", "H", "H", "H", "H", "H", "H", "H", "H", "H", "H"], "coordinates": [[3.98, -0.86, 0.87], [5.01, 1.12, 0.11], [6.19, 2.19, 0.39], [5.70, 3.46, 0.80], [7.30, 2.16, -0.47], [6.75, 1.53, 1.72], [4.37, 1.79, -1.28], [5.23, 1.82, -2.39], [3.44, 2.82, -1.05], [3.46, 0.48, -1.56], [1.73, -0.85, 0.27], [0.77, -2.16, 0.15], [0.38, -2.49, -1.15], [0.03, -2.45, 1.31], [2.11, -3.13, 0.39], [0.49, 0.23, 0.00], [-0.28, 0.41, 1.16], [-0.04, 0.28, -1.31], [1.39, 1.53, 0.06], [-2.89, -1.41, -1.24], [-2.31, -1.00, -1.89], [-3.37, -2.09, -1.73], [-0.29, 2.20, 3.24], [0.18, 2.99, 2.92], [-0.25, 1.57, 2.51], [-0.97, -3.82, -4.08], [-2.00, -3.27, -5.02], [-3.05, -4.29, -5.40], [-2.63, -5.34, -6.24], [-2.35, -4.91, -7.56], [-2.67, -2.13, -4.33], [-0.57, -4.79, -4.40], [-1.42, -4.05, -3.11], [-0.13, -3.15, -3.93], [-1.55, -2.79, -5.90], [-3.94, -3.79, -5.81], [-3.44, -4.77, -4.49], [-1.61, -4.11, -7.56], [-3.27, -4.69, -8.10], [-1.84, -5.73, -8.08], [-1.96, -1.40, -4.28], [-3.42, -1.69, -4.85], [1.28, -3.14, 6.46], [0.47, -2.73, 5.23], [0.30, -1.22, 5.16], [-0.55, -0.79, 6.17], [-1.07, 0.52, 5.97], [1.16, -3.16, 4.01], [1.31, -4.23, 6.53], [0.76, -2.82, 7.36], [2.26, -2.66, 6.41], [-0.56, -3.08, 5.40], [-0.21, -1.02, 4.20], [1.26, -0.68, 5.12], [-0.25, 1.25, 5.94], [-1.79, 0.69, 6.76], [-1.54, 0.60, 4.98], [1.06, -4.15, 3.80], [0.58, -2.71, 3.31], [4.60, 2.73, 4.38], [3.11, 2.99, 4.15], [3.00, 3.60, 2.76], [1.75, 4.25, 2.52], [1.68, 4.63, 1.15], [2.43, 1.68, 4.23], [5.16, 3.66, 4.52], [5.07, 2.22, 3.54], [4.74, 2.14, 5.28], [2.79, 3.67, 4.94], [3.21, 2.81, 2.04], [3.79, 4.36, 2.72], [0.65, 4.54, 0.81], [2.29, 4.00, 0.49], [2.09, 5.64, 1.03], [2.54, 1.37, 5.19], [1.43, 1.90, 4.16], [-3.12, 1.99, -5.32], [-3.08, 1.94, -3.80], [-4.46, 1.66, -3.29], [-4.45, 1.60, -1.88], [-5.72, 1.59, -1.25], [-2.22, 0.76, -3.41], [-3.46, 1.04, -5.72], [-2.12, 2.13, -5.72], [-3.79, 2.77, -5.68], [-2.65, 2.83, -3.34], [-4.64, 0.62, -3.61], [-5.27, 2.31, -3.65], [-6.19, 2.58, -1.31], [-5.52, 1.48, -0.18], [-6.33, 0.80, -1.68], [-1.32, 1.02, -3.01], [-2.69, 0.59, -2.52]]}

=====

Which of them is the most stable? Correct choice: run ii.

=====

Run i
{"formula": "C2H3NS", "method": "ωB97M-V/def2-TZVPD", "homo_lumo_gap_ev": [8.51, 7.17], "charge": 0, "homo_energy_ha": [-0.33884, -0.29804], "multiplicity": 1, "elements": ["C", "C", "N", "S", "H", "H", "H"], "coordinates": [[-1.25, -0.50, 0.01], [0.43, -0.25, -0.19], [0.73, 1.02, -0.11], [-2.61, 0.25, 0.18], [0.99, -1.04, 0.55], [0.50, -0.67, -1.20], [1.20, 1.20, 0.76]]}

=====

Run ii
{"formula": "C2H3NS", "method": "ωB97M-V/def2-TZVPD", "homo_lumo_gap_ev": [7.56, 7.56], "charge": 0, "homo_energy_ha": [-0.28210, -0.28212], "multiplicity": 1, "elements": ["C", "C", "N", "S", "H", "H", "H"], "coordinates": [[-0.96, 0.55, -0.80], [0.39, -0.96, 1.07], [-0.51, 1.07, -1.74], [-0.76, 0.15, 1.01], [0.17, -1.80, 1.65], [1.41, -0.69, 0.99], [0.26, 1.68, -2.19]]}

=====

Run iii
{"formula": "C2H3NS", "method": "ωB97M-V/def2-TZVPD", "homo_lumo_gap_ev": 8.99, "smiles": "S=C1CN1", "charge": 0, "homo_energy_ha": -0.30369, "multiplicity": 1, "elements": ["S", "C", "C", "N", "H", "H", "H"], "coordinates": [[2.59, 0.10, 0.03], [1.00, -0.03, 0.03], [-0.79, 0.57, 0.02], [-0.07, -0.79, 0.00], [-1.09, 0.94, 0.88], [-1.29, 0.90, -0.84], [-0.34, -1.70, -0.12]]}

=====

Which of them is the most stable? Correct choice: run iii.

=====

Run i
{"formula": "C3H11N2", "method": "ωB97M-V/def2-TZVPD", "homo_lumo_gap_ev": 11.11, "charge": 1, "homo_energy_ha": -0.52246, "multiplicity": 1, "elements": ["N", "H", "H", "H", "H", "C", "C", "N", "C", "H", "H", "H", "H", "H", "H", "H"], "coordinates": [[0.31, 1.50, -1.54], [0.19, 0.34, -0.77], [1.18, 2.01, -1.44], [0.20, 1.28, -2.52], [-0.43, 2.16, -1.27], [1.19, 0.00, 2.01], [0.07, -0.13, 1.35], [0.02, -0.60, -0.02], [-1.26, -1.27, -0.40], [2.13, -0.31, 1.58], [1.19, 0.40, 3.02], [-0.90, 0.11, 1.75], [0.79, -1.23, -0.23], [-1.42, -2.15, 0.21], [-2.07, -0.56, -0.28], [-1.19, -1.56, -1.44]]}

=====

Run ii
{"formula": "C3H11N2", "method": "ωB97M-V/def2-TZVPD", "homo_lumo_gap_ev": 9.32, "smiles": "NCCC[NH3+]", "charge": 1, "homo_energy_ha": -0.48585, "multiplicity": 1, "elements": ["N", "C", "C", "C", "N", "H", "H", "H", "H", "H", "H", "H", "H", "H", "H", "H"], "coordinates": [[1.78, 1.10, -0.17], [0.28, 1.29, -0.15], [-0.37, 0.43, 0.91], [-0.08, -1.09, 0.61], [-1.03, -1.45, -0.60], [2.09, 1.95, 0.25], [2.23, 0.91, -1.12], [0.08, 1.07, -1.22], [-0.04, 2.42, 0.16], [-0.40, 0.58, 2.02], [-1.39, 0.47, 0.51], [-0.51, -1.71, 1.41], [0.87, -1.30, 0.38], [-1.42, -2.43, -0.76], [-1.64, -0.58, -0.78], [-0.45, -1.66, -1.48]]}

=====

Which of them is the most stable? Correct choice: run i.

=====

Run i
{"formula": "C3H11N2", "method": "ωB97M-V/def2-TZVPD", "homo_lumo_gap_ev": 11.88, "smiles": "CNCC[NH3+]", "charge": 1, "homo_energy_ha": -0.55476, "multiplicity": 1, "elements": ["C", "N", "C", "C", "N", "H", "H", "H", "H", "H", "H", "H", "H", "H", "H", "H"], "coordinates": [[0.37, -1.66, 1.37], [-0.24, -0.44, 0.69], [0.75, 0.57, 0.27], [0.25, 1.02, -1.17], [-1.12, 0.56, -1.30], [0.89, -1.28, 2.25], [1.14, -2.20, 0.79], [-0.50, -2.29, 1.55], [-0.68, 0.05, 1.47], [1.80, 0.30, 0.27], [0.68, 1.40, 0.97], [0.71, 0.50, -2.02], [0.40, 2.09, -1.19], [-1.18, -0.14, -0.37], [-1.88, 1.29, -1.32], [-1.38, 0.24, -2.26]]}

=====

Run ii
{"formula": "C3H11N2", "method": "ωB97M-V/def2-TZVPD", "homo_lumo_gap_ev": 9.90, "charge": 1, "homo_energy_ha": -0.54036, "multiplicity": 1, "elements": ["C", "C", "H", "H", "H", "H", "H", "H", "N", "C", "N", "H", "H", "H", "H", "H"], "coordinates": [[-2.55, 0.36, 0.70], [-2.48, -0.44, -0.61], [-3.29, -0.06, 1.39], [-2.94, 1.35, 0.52], [-1.62, 0.62, 1.21], [-3.43, -0.93, -0.79], [-2.27, 0.23, -1.44], [-1.74, -1.24, -0.50], [1.56, -0.01, -0.68], [2.54, -0.47, 0.04], [3.49, 0.33, 0.49], [1.54, 1.00, -0.81], [0.66, -0.47, -0.80], [2.60, -1.55, 0.13], [4.07, 0.24, 1.30], [3.86, 1.04, -0.14]]}

=====

Which of them is the most stable? Correct choice: run ii.

=====

Run i
{"formula": "C3H11N2", "method": "ωB97M-V/def2-TZVPD", "homo_lumo_gap_ev": 12.30, "charge": 1, "homo_energy_ha": -0.57982, "multiplicity": 1, "elements": ["C", "C", "C", "N", "N", "H", "H", "H", "H", "H", "H", "H", "H", "H", "H", "H"], "coordinates": [[-0.93, -1.46, 0.03], [2.25, 0.55, 0.49], [-1.27, 0.02, -0.13], [-0.89, 0.92, 0.67], [-2.20, 0.34, -1.07], [-1.51, -1.88, -0.89], [0.16, -1.48, -0.01], [-1.43, -1.81, 0.92], [2.95, 0.90, -0.27], [1.86, -0.34, 0.02], [1.47, 1.21, 0.41], [-1.21, 1.96, 0.64], [-0.21, 0.63, 1.40], [-2.49, 1.38, -1.22], [-2.63, -0.38, -1.66], [2.78, 0.31, 1.47]]}

=====

Run ii
{"formula": "C3H11N2", "method": "ωB97M-V/def2-TZVPD", "homo_lumo_gap_ev": 9.94, "charge": 1, "homo_energy_ha": -0.48164, "multiplicity": 1, "elements": ["C", "N", "H", "H", "H", "H", "C", "N", "C", "H", "H", "H", "H", "H", "H", "H"], "coordinates": [[-0.21, -2.48, -1.55], [-0.42, -1.27, -1.42], [0.47, -2.74, -2.36], [-1.07, -3.14, -1.33], [-0.55, 0.20, 0.43], [-0.35, -0.92, -2.42], [1.39, 0.37, 0.76], [-0.05, 1.09, 0.45], [-0.76, 1.97, 1.59], [1.34, 0.29, 1.85], [2.15, 1.01, 0.41], [1.62, -0.51, 0.26], [-0.16, 1.63, -0.51], [-0.57, 1.30, 2.43], [-0.07, 2.93, 1.75], [-1.96, 2.08, 1.49]]}

=====

Run iii
{"formula": "C3H11N2", "method": "ωB97M-V/def2-TZVPD", "homo_lumo_gap_ev": 11.74, "charge": 1, "homo_energy_ha": -0.57002, "multiplicity": 1, "elements": ["N", "C", "N", "H", "H", "H", "H", "H", "C", "C", "H", "H", "H", "H", "H", "H"], "coordinates": [[-2.90, -1.21, -0.40], [-1.66, -0.90, -0.12], [-0.85, -0.20, -0.85], [-3.37, -1.02, -1.28], [-3.45, -1.79, 0.22], [-1.29, -1.25, 0.84], [0.12, -0.14, -0.55], [-1.01, 0.01, -1.83], [1.80, 1.34, -0.08], [1.77, 0.27, 1.04], [0.89, 1.94, -0.07], [1.97, 0.90, -1.07], [2.63, 2.03, 0.07], [0.77, 0.04, 1.41], [2.27, -0.66, 0.76], [2.30, 0.65, 1.91]]}

=====

Which of them is the most stable? Correct choice: run iii.